[1]
The following is a quantum chemistry calculation of a structure of composition C9H19F4N3O9RbS4 at a distorted geometry, from OMol25.

Each line ends with the natural charge from an NBO analysis.
Geometry (Å):
Rb -1.19 -0.39 1.60  0.959
N -2.17 4.17 2.06  -1.086
S -2.26 5.38 0.99  2.425
O -3.42 6.20 1.03  -0.915
O -1.61 5.14 -0.27  -0.934
F -1.20 6.34 1.76  -0.529
S -2.95 3.03 1.15  2.438
O -2.10 2.12 0.44  -0.974
O -4.24 3.35 0.69  -0.881
F -3.29 2.20 2.49  -0.531
N -3.83 -1.30 2.46  -1.124
S -3.53 -2.98 2.47  2.407
O -2.49 -3.47 1.62  -0.930
O -4.66 -3.80 2.72  -0.897
F -2.84 -2.92 3.92  -0.516
S -4.76 -1.32 1.16  2.433
O -6.14 -1.61 1.36  -0.908
O -4.16 -1.74 -0.07  -0.937
F -4.75 0.27 1.01  -0.509
C 3.61 0.76 -0.29  -0.649
C 2.09 0.57 -0.44  0.120
C 1.63 1.03 -1.83  -0.414
C 1.88 -0.03 -2.90  -0.393
C 1.30 -1.38 -2.48  -0.400
C 1.83 -1.88 -1.13  0.114
N 1.60 -0.80 -0.16  -0.199
O 1.83 -1.22 1.16  -0.587
C 0.86 -3.03 -0.74  -0.598
C 3.23 -2.48 -1.20  -0.649
C 1.44 1.53 0.56  -0.610
H 3.91 0.45 0.73  0.197
H 3.88 1.81 -0.34  0.225
H 4.27 0.16 -0.92  0.202
H 0.56 1.26 -1.74  0.221
H 2.12 1.93 -2.21  0.221
H 2.95 -0.14 -3.05  0.188
H 1.40 0.24 -3.84  0.217
H 1.71 -2.08 -3.22  0.203
H 0.22 -1.43 -2.54  0.221
H -0.16 -2.66 -0.76  0.219
H 1.03 -3.83 -1.46  0.205
H 1.09 -3.40 0.26  0.216
H 3.99 -1.72 -1.42  0.208
H 3.54 -2.93 -0.26  0.203
H 3.27 -3.23 -1.99  0.224
H 1.69 1.22 1.58  0.208
H 0.37 1.48 0.39  0.216
H 1.73 2.57 0.42  0.230
H 2.76 -1.46 1.22  0.449

## Properties
Relative energy (zero: lowest compared OMol25 entry of this formula, charge and spin), kJ/mol: 25.1
Kohn-Sham gap, Ha: 0.3126
Net charge: -1

=====

[2]
The following is a quantum chemistry calculation of a structure of composition C9H19F6IN4O13PtS6 at a distorted geometry, from OMol25.

Each line ends with the natural charge from an NBO analysis.
Geometry (Å):
Pt 9.49 6.28 -16.85  1.058
N 9.62 6.30 -18.88  -1.220
S 9.70 5.43 -20.19  2.230
O 11.03 4.82 -20.54  -0.930
O 8.67 5.66 -21.24  -0.980
F 8.95 4.18 -19.51  -0.549
S 10.28 7.57 -19.84  2.227
O 9.46 8.26 -20.80  -0.954
O 11.73 7.46 -20.11  -0.934
F 10.30 8.63 -18.60  -0.548
N 10.00 7.13 -15.00  -1.132
S 11.07 8.11 -14.70  2.414
O 12.32 7.64 -14.13  -0.879
O 10.82 9.50 -14.42  -0.920
F 11.53 8.11 -16.29  -0.525
S 9.74 6.89 -13.28  2.359
O 9.46 8.00 -12.43  -0.892
O 10.39 5.71 -12.73  -0.857
F 8.28 6.35 -13.49  -0.510
N 12.30 3.11 -15.74  -0.998
S 13.50 3.79 -15.02  2.409
O 13.78 5.23 -15.08  -0.901
O 14.61 2.94 -14.87  -0.978
F 12.90 3.69 -13.52  -0.539
S 12.41 4.25 -17.06  2.394
O 13.64 4.27 -17.81  -0.883
O 11.50 5.34 -17.07  -0.933
F 11.63 3.31 -18.15  -0.514
I 8.72 3.49 -16.08  -0.539
C 7.60 9.44 -15.82  -0.632
C 6.23 8.91 -16.13  0.110
C 5.52 9.96 -17.05  -0.383
C 4.20 9.45 -17.61  -0.411
C 4.46 8.25 -18.48  -0.399
C 5.35 7.09 -17.84  0.144
N 6.40 7.67 -16.91  -0.189
O 7.17 6.75 -16.36  -0.536
C 4.25 6.14 -17.15  -0.657
C 5.98 6.39 -19.00  -0.639
C 5.43 8.72 -14.79  -0.664
H 8.43 9.21 -16.49  0.261
H 7.90 9.10 -14.83  0.221
H 7.69 10.52 -15.71  0.205
H 5.45 10.88 -16.48  0.191
H 6.21 10.22 -17.85  0.222
H 3.72 10.30 -18.09  0.192
H 3.46 9.15 -16.87  0.186
H 4.83 8.56 -19.46  0.210
H 3.49 7.85 -18.76  0.189
H 4.70 5.35 -16.54  0.215
H 3.60 6.61 -16.41  0.188
H 3.69 5.61 -17.92  0.207
H 6.54 5.52 -18.66  0.251
H 5.23 6.10 -19.74  0.192
H 6.75 6.99 -19.47  0.263
H 6.02 8.36 -13.94  0.224
H 4.58 8.05 -14.74  0.201
H 5.14 9.71 -14.44  0.201
H 6.62 6.40 -15.66  0.465

## Properties
Kohn-Sham gap (alpha / beta), Ha: 0.1142 / 0.2314
2S+1: 4
Net charge: -3

=====

[3]
The following is a quantum chemistry calculation of a cluster of 2 separate species, C9H19N in total at a distorted geometry, from OMol25.

Each line ends with the natural charge from an NBO analysis.
Geometry (Å):
C -1.68 -0.27 0.16  0.006
C -2.74 0.48 -0.64  -0.608
C -0.80 -1.06 -0.70  -0.728
C -2.28 -1.07 1.31  -0.611
C -0.92 1.05 0.99  -0.078
C -0.67 2.04 1.63  -0.286
H -3.35 1.11 0.01  0.213
H -3.39 -0.23 -1.16  0.208
H -2.28 1.12 -1.39  0.214
H 0.37 -0.96 -0.24  0.296
H -1.11 -2.10 -0.79  0.218
H -0.64 -0.66 -1.70  0.207
H -2.95 -1.84 0.91  0.208
H -1.49 -1.57 1.88  0.214
H -2.84 -0.43 1.99  0.218
H -0.31 2.86 2.20  0.235
C 2.40 0.38 -0.91  -0.201
C 2.35 -1.43 0.78  -0.405
C 1.67 1.64 -1.35  -0.612
N 1.76 -0.22 0.26  -0.681
H 1.04 0.30 0.75  0.427
H 3.44 0.60 -0.67  0.172
H 2.41 -0.36 -1.72  0.171
H 1.78 -1.77 1.65  0.208
H 3.38 -1.25 1.09  0.181
H 2.36 -2.22 0.02  0.180
H 1.67 2.37 -0.55  0.211
H 2.17 2.07 -2.22  0.213
H 0.64 1.43 -1.61  0.208

## Properties
Relative energy (zero: lowest compared OMol25 entry of this formula, charge and spin), kJ/mol: 321.5
Structure (SMILES): C#CC(C)(C)C.CCNC
Kohn-Sham gap, Ha: 0.3236

=====

[4]
The following is a quantum chemistry calculation of the ion C9H19N3 with charge +2 at a distorted geometry, from OMol25.

Each line ends with the natural charge from an NBO analysis.
Geometry (Å):
C 2.46 1.84 -1.74  -0.393
C 2.02 2.24 -0.33  -0.399
C 0.40 1.02 1.24  -0.399
C 2.54 0.31 -1.71  -0.554
C -1.03 0.46 1.35  -0.406
C -3.08 -1.67 0.80  -0.089
C 0.97 1.12 -0.19  -0.330
C 1.48 -0.06 -0.95  0.377
C -0.92 -1.14 1.22  0.095
N -2.03 -1.84 1.80  -0.589
N -2.36 -1.74 -0.60  -0.360
N -0.99 -1.56 -0.25  -0.517
H 1.84 2.11 -2.53  0.231
H 3.45 2.28 -2.05  0.262
H 2.82 2.08 0.31  0.224
H 1.78 3.25 -0.07  0.274
H 0.30 2.08 1.55  0.258
H 1.11 0.52 1.89  0.230
H 2.86 -0.13 -2.67  0.316
H 3.33 0.05 -0.92  0.371
H -1.49 0.63 2.26  0.253
H -1.59 0.92 0.54  0.202
H -3.96 -2.39 0.72  0.268
H -3.62 -0.73 0.79  0.228
H 0.16 1.35 -0.86  0.289
H 1.05 -1.10 -0.86  0.234
H -0.08 -1.43 1.72  0.226
H -1.89 -2.73 2.19  0.418
H -2.51 -2.55 -1.08  0.434
H -2.73 -0.89 -1.22  0.446
H -0.31 -2.29 -0.37  0.399

## Properties
Relative energy (zero: lowest compared OMol25 entry of this formula, charge and spin), kJ/mol: 199.0
Kohn-Sham gap, Ha: 0.3140
Net charge: +2

=====

[5]
The following is a quantum chemistry calculation of the ion C9H19N3O with charge +2 at a distorted geometry, from OMol25.

Each line ends with the natural charge from an NBO analysis.
Geometry (Å):
C -2.87 -0.94 -0.09  0.736
C 1.09 1.18 0.08  -0.422
C 0.34 -1.16 0.17  -0.411
C -3.53 1.32 0.30  -0.204
C -2.07 1.70 -0.18  -0.286
C 2.46 0.82 -0.61  -0.219
C 1.63 -1.49 -0.59  -0.218
C -0.16 0.25 -0.37  -0.099
C 3.29 -0.61 1.10  -0.423
N -3.80 -0.05 0.05  -0.550
N -1.32 0.67 0.32  -0.246
N 2.78 -0.59 -0.26  -0.334
O -2.89 -2.20 -0.22  -0.579
H 1.15 0.95 1.15  0.229
H 1.01 2.23 -0.26  0.258
H -0.35 -1.93 -0.18  0.252
H 0.59 -1.07 1.29  0.235
H -3.66 1.37 1.42  0.244
H -4.32 1.88 -0.08  0.248
H -1.91 1.91 -1.27  0.214
H -1.71 2.58 0.42  0.293
H 2.48 0.96 -1.65  0.234
H 3.33 1.44 -0.15  0.252
H 2.01 -2.48 -0.22  0.246
H 1.35 -1.49 -1.55  0.228
H -0.09 0.23 -1.53  0.203
H 3.31 0.32 1.67  0.252
H 2.62 -1.26 1.62  0.227
H 4.25 -0.96 0.91  0.242
H -4.74 -0.27 -0.20  0.435
H 3.55 -0.82 -0.86  0.442
H -3.83 -2.49 -0.24  0.523

## Properties
Relative energy (zero: lowest compared OMol25 entry of this formula, charge and spin), kJ/mol: 200.7
Kohn-Sham gap (alpha / beta), Ha: 0.3095 / 0.3157
Net charge: +2

=====

[6]
The following is a quantum chemistry calculation of a cluster of 2 separate species, C9H19N3O6P in total at a distorted geometry, from OMol25.

Each line ends with the natural charge from an NBO analysis.
Geometry (Å):
O 5.06 1.57 -0.92  -0.673
O 1.18 2.40 -2.46  -0.688
O -0.93 -0.50 1.71  -1.192
O -1.97 -0.97 -0.44  -1.213
O -0.26 1.95 1.14  -0.768
O 0.10 -2.09 0.06  -1.003
C 3.89 1.94 -0.87  0.687
C 0.69 1.63 -1.63  0.666
N -0.56 1.16 -1.79  -0.611
N -2.80 -4.09 0.65  -0.848
N 2.95 1.05 -0.56  -0.601
C 3.60 3.40 -1.14  -0.698
C -1.44 1.50 -2.90  -0.408
C -1.76 -3.52 2.86  -0.432
C -3.06 -2.73 2.75  -0.419
C 1.13 1.91 0.90  -0.051
C -2.23 -3.01 1.50  -0.250
C 1.48 1.16 -0.40  -0.159
P -1.25 -1.56 0.72  2.345
H -0.56 1.03 1.39  0.517
H -0.25 -2.45 -0.77  0.492
H -0.93 0.53 -1.09  0.451
H -3.40 -3.67 -0.07  0.371
H -2.05 -4.62 0.21  0.352
H 3.32 0.12 -0.42  0.404
H 4.43 4.00 -0.77  0.216
H 2.68 3.72 -0.66  0.216
H 3.50 3.54 -2.21  0.251
H -2.32 0.84 -2.87  0.214
H -0.92 1.36 -3.85  0.197
H -1.76 2.54 -2.81  0.190
H -0.90 -3.02 3.32  0.227
H -1.84 -4.59 3.06  0.209
H -3.07 -1.71 3.13  0.235
H -4.00 -3.28 2.87  0.212
H 1.49 2.93 0.86  0.161
H 1.61 1.41 1.74  0.165
H 1.14 0.14 -0.23  0.237

## Properties
Kohn-Sham gap, Ha: 0.3404
Net charge: -1

=====

[7]
The following is a quantum chemistry calculation of a structure of composition C9H19N3O9P2STi, from OMol25.

Each line ends with the natural charge from an NBO analysis.
Geometry (Å):
Ti -0.40 0.45 0.87  1.478
N -1.64 2.11 1.77  -0.777
C -0.89 3.38 1.68  -0.356
C 0.12 3.21 0.57  0.807
O 0.98 4.00 0.28  -0.562
O -0.03 2.04 -0.06  -0.675
H -2.42 2.14 1.12  0.417
H -2.05 1.97 2.69  0.413
H -0.34 3.57 2.61  0.251
H -1.52 4.25 1.50  0.262
C -2.85 -2.86 -1.78  -0.657
C -2.19 -2.51 -0.45  -0.463
O -2.38 -3.50 0.55  -0.721
P -0.36 -2.44 -0.58  2.433
O 0.18 -3.90 -0.48  -0.962
O 0.11 -1.93 -1.99  -0.965
O 0.14 -1.50 0.48  -1.048
P -2.64 -0.83 0.14  2.372
O -4.14 -0.56 -0.22  -0.968
O -1.71 0.12 -0.64  -1.012
O -2.24 -0.60 1.58  -1.059
H -2.47 -3.81 -2.15  0.243
H -2.70 -2.09 -2.53  0.255
H -3.93 -2.97 -1.63  0.247
H -3.26 -3.89 0.48  0.504
H -0.19 -4.45 0.22  0.555
H 0.15 -2.58 -2.71  0.547
H -4.82 -0.71 0.45  0.549
N -0.07 0.03 3.00  -1.002
H -0.96 -0.19 3.44  0.428
H 0.40 0.75 3.54  0.420
H 0.50 -0.81 3.07  0.434
S 2.06 0.65 1.36  -0.091
C 2.91 0.91 -0.15  0.103
N 3.00 2.15 -0.67  -0.450
C 3.71 2.45 -1.77  0.100
C 4.40 1.47 -2.43  -0.230
C 4.34 0.17 -1.93  -0.089
C 3.59 -0.11 -0.80  -0.229
H 2.49 2.92 -0.22  0.474
H 3.69 3.49 -2.07  0.253
H 4.99 1.72 -3.31  0.265
H 4.88 -0.62 -2.43  0.252
H 3.54 -1.11 -0.40  0.254

## Properties
Relative energy (zero: lowest compared OMol25 entry of this formula, charge and spin), kJ/mol: 0.0
Kohn-Sham gap, Ha: 0.2942
Net charge: +2

=====

[8]
The following is a quantum chemistry calculation of the ion C9H19NO3P with charge +1 at a distorted geometry, from OMol25.

Each line ends with the natural charge from an NBO analysis.
Geometry (Å):
C -0.52 -0.06 0.53  0.966
C -1.92 0.86 -2.20  -0.432
C -0.78 0.94 -3.13  -0.431
C -1.84 -0.59 -1.60  -0.241
C 0.52 0.80 -2.31  -0.069
C -0.45 -2.19 -0.48  -0.416
C 0.23 1.59 3.14  -0.971
C 2.86 0.34 1.86  -1.003
C 0.47 -1.35 2.55  -1.133
N -0.57 -0.82 -0.85  -0.026
O -1.48 0.12 1.17  -0.575
O 0.60 0.37 0.63  -0.736
O 0.50 -0.46 -1.69  -0.354
P 1.20 0.14 2.49  1.645
H -1.81 1.74 -1.59  0.232
H -2.74 0.97 -2.82  0.246
H -0.59 0.17 -3.90  0.218
H -0.58 1.84 -3.63  0.233
H -2.74 -0.74 -1.04  0.259
H -1.87 -1.28 -2.51  0.237
H 1.47 0.76 -2.78  0.230
H 0.56 1.53 -1.45  0.174
H 0.61 -2.41 -0.16  0.251
H -1.06 -2.43 0.31  0.251
H -0.64 -2.76 -1.34  0.230
H 0.17 1.64 4.27  0.283
H 0.70 2.45 2.64  0.261
H -0.87 1.28 2.83  0.316
H 3.52 0.77 2.62  0.274
H 3.25 -0.64 1.47  0.285
H 2.76 0.96 0.92  0.282
H 1.23 -2.15 2.64  0.258
H -0.21 -1.36 3.41  0.259

## Properties
Relative energy (zero: lowest compared OMol25 entry of this formula, charge and spin), kJ/mol: 587.7
Structure (SMILES): C=P(C)(C)OC(=O)[N@@+]1(C)CCCCO1
Kohn-Sham gap, Ha: 0.3411
Net charge: +1